(1)
The following is a quantum chemistry calculation of the ion C4H8NO3 with charge -1, from the OMol25 dataset.

XYZ file:
```
16
Properties=species:S:1:pos:R:3:forces:R:3
O 1.93561 -0.52121 -1.61795 0.392 0.235 1.509
C 0.65533 -0.27722 -1.26282 -0.022 -0.137 0.531
C 0.19498 0.08826 0.06912 0.705 0.979 -0.087
C 1.21918 0.44734 1.14904 1.328 -0.146 -0.565
O 2.51722 0.62314 0.68154 -0.918 -0.365 -0.929
N -1.11865 0.58514 0.24762 1.212 0.252 -0.421
C -2.08631 -0.56522 0.37572 -1.328 -1.126 0.606
O -2.11745 -1.34679 -0.67873 -0.111 0.191 0.079
H -0.03993 -0.74376 -1.95058 -0.727 0.587 0.141
H 0.54114 0.90934 -1.13710 -0.056 0.250 -0.616
H 1.22843 -0.35590 1.90108 -0.646 -0.266 0.226
H 0.82062 1.35292 1.62178 -0.190 -0.030 0.149
H 2.42206 -0.10744 -0.78754 0.283 -0.138 -0.020
H -1.32463 1.03098 -0.64599 -0.665 -0.299 0.089
H -1.78658 -1.05782 1.34411 0.236 0.045 -0.188
H -3.06103 -0.06176 0.69071 0.509 -0.031 -0.506
```
Positions in Å, forces in eV/Å.

Charge: -1
LUMO level: 3.40 eV
Gap between HOMO and LUMO: 7.1 eV
Energy relative to the best compared isomer or geometry (same formula, charge and spin): 151.5 kcal/mol
F_max: 1.8 eV Å⁻¹



(2)
The following is a quantum chemistry calculation of an isolated molecule of C4H8NO3, from the OMol25 dataset.

XYZ file:
```
16
Properties=species:S:1:pos:R:3:forces:R:3
O -0.23654 0.93289 2.46746 0.783 0.206 -0.666
C -0.80618 0.33903 1.58185 -0.905 0.102 1.723
O -1.80217 -0.32322 1.43897 -0.535 -0.572 -0.529
C -0.04879 0.47752 0.03778 -0.286 0.250 -1.670
C 0.40797 -0.92268 -0.31109 0.976 -0.239 0.953
C 1.71860 -0.95634 -1.08014 -0.256 -0.249 -0.599
O 1.57410 -0.39215 -2.39263 0.060 0.057 0.735
N -1.01646 0.95957 -0.89183 1.225 0.302 1.235
H 0.68761 1.25479 0.18367 0.515 -0.226 0.166
H -0.34152 -1.43638 -0.87514 -0.721 -0.138 -0.426
H 0.52999 -1.53064 0.58802 0.136 0.124 0.086
H 2.01444 -1.99714 -1.23148 0.016 -0.016 0.183
H 2.50103 -0.47296 -0.49436 0.125 0.272 -0.196
H 0.69906 0.00808 -2.40111 -0.005 0.232 -0.311
H -1.85698 0.43893 -0.77734 -0.856 -0.614 -0.266
H -1.20612 1.91616 -0.64490 -0.274 0.510 -0.418
```
Positions in Å, forces in eV/Å.

Charge: 0
2S+1: 2
LUMO level (alpha / beta): 0.69 / -2.79 eV
Gap between HOMO and LUMO (alpha / beta): 10.5 / 7.9 eV
⟨S²⟩: 0.76
Energy relative to the best compared isomer or geometry (same formula, charge and spin): 9.6 kcal/mol
F_max: 1.9 eV Å⁻¹



(3)
The following is a quantum chemistry calculation of a cluster of 2 separate species, C4H8NO4 in total, from the OMol25 dataset.

XYZ file:
```
17
Properties=species:S:1:pos:R:3:forces:R:3
C -1.40123 -0.48283 0.37886 0.739 -1.297 -1.619
C -0.46235 0.34374 0.78147 0.308 2.604 1.673
C -2.42330 0.04322 -0.61419 0.538 -0.223 1.251
C 1.65680 -0.24219 -0.09701 0.397 -3.436 -2.486
N 2.06245 1.02735 -0.00989 1.717 2.121 2.718
O -1.18349 -1.78796 0.40261 1.452 -0.747 1.558
O -0.11589 1.25174 1.58463 0.927 0.463 -1.871
O 1.37352 -0.62949 -1.42210 0.446 1.507 1.646
O 1.62824 -1.06730 0.79607 -0.470 0.513 0.477
H -2.87810 0.83624 -0.05262 -1.497 0.045 0.195
H -1.99399 0.61203 -1.42061 0.550 -0.482 -0.616
H -2.99673 -0.83771 -0.92715 -0.288 0.677 0.081
H 2.69523 1.28672 0.85690 -1.548 -0.986 -2.548
H 0.68159 1.78958 1.11018 -1.484 -1.466 1.066
H 2.30523 1.46062 -0.87888 0.219 0.319 -0.332
H 1.41609 -1.59255 -1.48964 -0.111 -0.055 0.301
H -0.36408 -2.01121 1.00137 -1.895 0.445 -1.495
```
Positions in Å, forces in eV/Å.

Charge: +1
LUMO level: -5.13 eV
Gap between HOMO and LUMO: 9.3 eV
Energy relative to the best compared isomer or geometry (same formula, charge and spin): 39.0 kcal/mol
F_max: 4.3 eV Å⁻¹



(4)
The following is a quantum chemistry calculation of the ion C4H8NOS with charge -1, from the OMol25 dataset.

XYZ file:
```
15
Properties=species:S:1:pos:R:3:forces:R:3
C -0.54609 1.31402 0.39126 0.267 -0.227 -0.217
C -0.12908 0.06136 -0.43437 -0.889 1.383 0.472
C -1.36355 -0.81013 -0.68835 0.441 0.029 0.656
S -1.01858 -2.21394 -1.75992 -0.110 -0.137 -0.172
N 0.86310 -0.73949 0.27165 -0.480 -0.078 -0.073
C 2.01665 -0.13991 0.70915 -0.443 -0.255 -0.482
O 3.14708 -0.37076 0.34629 0.327 -0.391 0.414
H 0.05590 2.21468 0.24256 0.141 -0.123 -0.310
H -0.46275 1.10591 1.45202 -0.393 -0.178 0.294
H -1.57365 1.55051 0.11114 0.007 0.130 0.236
H 0.22853 0.42975 -1.40450 0.305 -0.301 -0.001
H -1.60518 -1.15220 0.31424 -0.328 -0.318 0.372
H -2.20816 -0.16469 -0.95046 0.123 -0.032 -0.546
H 0.78997 -1.69201 -0.09343 0.897 0.097 -0.447
H 1.80583 0.60689 1.49273 0.134 0.401 -0.197
```
Positions in Å, forces in eV/Å.

Charge: -1
LUMO level: 3.73 eV
Gap between HOMO and LUMO: 6.5 eV
SMILES string: C[C@H](C[S-])NC=O
Energy relative to the best compared isomer or geometry (same formula, charge and spin): 18.1 kcal/mol
F_max: 1.7 eV Å⁻¹



Sequential energy output: -11906.72604; -11908.55495; -13948.02852; -18651.42378 eV